1.
# C51H53F6N5O4

One molecule with the formula C51H53F6N5O4 in a non-equilibrium geometry (wB97M-V/def2-TZVPD, the Open Molecules 2025 dataset).

Element x y z (Å)
C  3.33038  1.46057  0.11591
C  2.81113  0.34821  1.02885
C  3.15888  0.62826  2.49481
C  3.22353  -1.03559  0.54209
C  4.29997  -1.71418  1.10932
C  4.77872  -2.88668  0.52421
C  4.19486  -3.37882  -0.64296
C  3.10436  -2.73437  -1.22777
C  2.50730  -3.32995  -2.50931
C  1.81697  -4.66931  -2.25441
C  3.54803  -3.46623  -3.62188
C  2.60147  -1.58573  -0.59648
N  1.45468  -0.91153  -1.14492
N  1.47781  -0.47194  -2.42006
N  0.22851  -0.02942  -2.66465
C  -0.14684  0.41855  -3.97197
C  -1.22114  -0.20344  -4.64785
C  -1.80471  -1.54657  -4.18096
C  -0.98948  -2.73011  -4.69663
C  -3.28750  -1.69780  -4.51471
C  -1.68229  0.38800  -5.82563
C  -1.01869  1.48114  -6.38308
C  0.12807  1.98990  -5.77461
C  0.58810  1.45650  -4.56380
C  1.83520  2.08021  -3.92330
C  1.54283  3.47161  -3.37064
C  3.03112  2.07545  -4.87641
C  -0.56647  -0.12564  -1.52382
C  -1.93936  0.35250  -1.51355
C  -2.24634  1.61049  -2.06608
C  -3.55545  1.97552  -2.30078
C  -3.81822  3.27491  -3.01375
F  -4.98461  3.24489  -3.72377
F  -3.88827  4.33981  -2.15309
F  -2.81540  3.56487  -3.91075
C  -4.61273  1.15909  -1.90292
C  -4.31193  -0.04980  -1.28046
C  -5.44291  -0.98100  -0.91996
F  -4.99963  -2.17159  -0.41257
F  -6.28602  -0.43251  0.00816
F  -6.20696  -1.28146  -2.02215
C  -3.00784  -0.43158  -1.01777
C  0.19759  -0.71225  -0.58293
C  -0.16367  -1.04080  0.77355
H  3.29169  1.16079  -0.93865
H  2.72013  2.36781  0.23265
H  4.37545  1.69061  0.37058
H  1.71794  0.36234  0.96172
H  2.78613  -0.17619  3.14048
H  4.24465  0.73598  2.62776
H  2.68211  1.56103  2.82549
H  4.76153  -1.31359  2.01059
H  5.60579  -3.42369  0.98850
H  4.57871  -4.28655  -1.11016
H  1.75732  -2.61406  -2.85532
H  1.04816  -4.57321  -1.47799
H  1.33575  -5.02622  -3.17448
H  2.54591  -5.42552  -1.93094
H  4.00677  -2.49401  -3.83567
H  4.33547  -4.17455  -3.33383
H  3.07184  -3.83212  -4.54074
H  -1.73075  -1.55679  -3.08853
H  0.06571  -2.63730  -4.41237
H  -1.37382  -3.66670  -4.27555
H  -1.04504  -2.78642  -5.79138
H  -3.84108  -0.78411  -4.26944
H  -3.42600  -1.92528  -5.57867
H  -3.72172  -2.51840  -3.92791
H  -2.55725  -0.02975  -6.33101
H  -1.39179  1.92767  -7.30953
H  0.67004  2.82352  -6.23110
H  2.11015  1.43368  -3.08515
H  0.73840  3.42897  -2.62440
H  2.43553  3.88975  -2.88699
H  1.22736  4.14536  -4.17986
H  3.24980  1.04809  -5.18747
H  2.82808  2.67750  -5.76983
H  3.91634  2.47605  -4.36930
H  -1.43112  2.29438  -2.29266
H  -5.63550  1.46068  -2.08804
H  -2.79810  -1.34996  -0.47851
H  -1.19583  -1.38726  0.90225
H  0.58635  -1.58661  1.36416
C  -0.01331  5.25850  6.84741
C  1.17895  5.13334  6.12132
C  1.15093  4.73065  4.77865
C  -0.06778  4.46004  4.14251
C  -0.09963  3.98315  2.72117
O  -0.22913  2.52913  2.79039
C  -0.21559  1.86813  1.60511
N  -0.46300  0.48847  1.74696
N  -0.19085  -0.12547  2.86033
C  -1.38464  -0.61812  3.42395
O  -2.52984  -0.39292  3.07425
O  -1.01909  -1.41038  4.46224
C  -2.14637  -2.04839  5.11198
C  -1.53512  -2.80000  6.25119
C  -0.87687  -4.01321  6.02226
C  -0.29072  -4.68944  7.09422
C  -0.30195  -4.11772  8.37794
C  -0.95980  -2.89697  8.59443
C  -1.54786  -2.22262  7.52328
O  -0.05648  2.39202  0.50076
C  -1.25952  4.60858  4.86170
C  -1.23371  5.02346  6.20011
H  0.00871  5.54025  7.90469
H  2.13548  5.34161  6.60396
H  2.07515  4.61584  4.20709
H  -0.95780  4.38913  2.16770
H  0.82503  4.23317  2.18808
H  -2.83900  -1.26057  5.45505
H  -2.63449  -2.74024  4.40450
H  -0.85416  -4.41713  5.00313
H  0.17495  -5.66406  6.92679
H  0.19017  -4.62472  9.20782
H  -1.02299  -2.46314  9.59413
H  -2.04272  -1.25373  7.63376
H  -2.20363  4.39223  4.35870
H  -2.17147  5.15302  6.74319

Atoms 1-3, force components in eV/Å:
C 0.208 0.066 -0.148
C -0.693 -0.237 0.348
C 0.004 -0.144 -0.021

Output
total energy: -85690.4034 eV
largest force on an atom: 5.3 eV/A
highest occupied orbital energy: -0.24196 Eh
energy above the lowest of the compared OMol25 structures with the same formula, charge and spin: 36.14 kJ/mol

***

2.
# C5H5N3O4

One molecule with the formula C5H5N3O4 in a non-equilibrium geometry (wB97M-V/def2-TZVPD, the Open Molecules 2025 dataset).

Element x y z (Å)
C  1.29053  2.12023  0.69209
C  0.55972  0.91328  0.36415
C  1.42269  3.09649  1.53150
C  -1.22475  0.26978  2.00104
C  -0.66289  -0.87956  -0.12525
N  -0.34973  0.09688  0.92609
N  -1.23683  1.52001  2.37005
N  -1.64105  -0.88886  2.71935
O  1.64883  4.02922  2.16523
O  -1.85686  1.96377  3.36881
O  -2.58762  -0.80304  3.49488
O  -0.99199  -1.95561  2.49386
H  1.88189  2.23171  -0.31846
H  0.97233  0.43641  -0.46725
H  0.21433  -1.16956  -0.63176
H  -1.17669  -1.75715  0.35160
H  -1.38801  -0.32274  -0.83660

Atoms 1-3, force components in eV/Å:
C 0.146 -2.754 -4.671
C -0.800 0.155 4.110
C -0.158 2.049 1.639

Output
total energy: -17917.4396 eV
largest force on an atom: 5.4 eV/A
highest occupied orbital energy: -0.30788 Eh
energy above the lowest of the compared OMol25 structures with the same formula, charge and spin: 677.27 kJ/mol

***

3.
# C29H60N11O15P

A 8-piece molecular cluster, C29H60N11O15P overall in a non-equilibrium geometry (wB97M-V/def2-TZVPD, the Open Molecules 2025 dataset).

Element x y z (Å)
N  -3.53667  -4.87838  0.70503
C  -2.57860  -4.35452  0.31387
O  -1.78576  -3.55409  -0.33935
C  -1.20040  -2.58479  0.54981
C  -1.07522  -1.20111  -0.09222
P  -2.68965  -0.62286  -0.77270
O  -2.94459  0.77882  -0.44463
O  -2.61497  -0.77434  -2.39185
O  -3.89033  -1.57345  -0.28519
C  -0.61391  -0.27288  1.06259
N  0.71631  -0.69673  1.47311
C  0.76047  -2.05755  1.80933
N  1.51283  -2.37231  2.79156
C  1.66210  -3.76148  3.31938
O  2.67570  -4.39064  2.99068
O  0.76203  -4.18305  3.99450
N  0.02867  -3.07376  1.18171
C  0.86230  -3.93853  0.32803
C  1.23134  -3.33923  -1.04624
O  1.97386  -2.41727  -1.15823
O  0.67811  -3.95407  -2.13744
H  -1.93406  -2.46141  1.36075
H  -0.32583  -1.14879  -0.89197
H  -1.79447  -0.35257  -2.68053
H  -4.49168  -1.72692  -1.02728
H  -1.29336  -0.38696  1.91667
H  -0.66172  0.75382  0.70789
H  1.43327  -0.45649  0.77629
H  2.05157  -1.64558  3.24743
H  0.35736  -4.90718  0.23892
H  1.81038  -4.16280  0.83568
H  0.59790  -4.88222  -1.88154
C  -5.97308  -8.20467  3.97050
O  -6.50584  -9.27226  4.20704
N  -4.85348  -8.04465  3.24145
C  -4.26801  -6.73581  2.99520
C  -4.21130  -9.22028  2.68344
H  -6.38199  -7.25218  4.34845
H  -4.23609  -6.55152  1.93016
H  -3.25232  -6.71474  3.39846
H  -4.85701  -5.95576  3.47412
H  -4.90792  -9.73863  2.02271
H  -3.92975  -9.90030  3.48874
H  -3.32495  -8.93024  2.12422
C  1.80457  1.22132  -1.73819
O  1.81158  0.48913  -0.75173
N  1.46515  2.50836  -1.73783
C  1.48662  3.31330  -2.94575
C  1.05818  3.14019  -0.49266
H  2.09405  0.84854  -2.73295
H  2.17884  4.14533  -2.80474
H  0.48594  3.70009  -3.13187
H  1.80878  2.72057  -3.80136
H  1.86742  3.06612  0.23309
H  0.18327  2.61946  -0.09548
H  0.81522  4.17024  -0.66417
C  -0.20925  6.08239  -3.25497
O  -1.01585  5.24221  -2.90103
N  -0.37441  6.93032  -4.28804
C  0.63424  7.90618  -4.64958
C  -1.60317  6.86176  -5.06171
H  0.75339  6.21595  -2.73387
H  0.21171  8.91091  -4.58049
H  0.96640  7.72565  -5.67404
H  1.49056  7.83481  -3.98152
H  -2.45687  7.04389  -4.40788
H  -1.70693  5.86609  -5.49464
H  -1.58656  7.60469  -5.85549
C  6.85364  -4.22333  2.70851
O  7.93123  -3.75492  2.38775
N  6.61485  -5.52841  2.92950
C  5.29935  -6.01496  3.31023
C  7.70713  -6.47239  2.78160
H  5.95989  -3.59261  2.84671
H  5.36651  -6.51297  4.28047
H  4.94744  -6.72666  2.56031
H  4.59003  -5.19353  3.37957
H  8.51233  -6.21198  3.47055
H  8.09703  -6.42502  1.76342
H  7.35864  -7.48059  2.99229
C  2.59655  6.56339  0.03159
O  2.05502  5.67145  -0.60767
N  3.52064  6.37139  0.97875
C  4.11368  7.47605  1.70886
C  3.94580  5.01079  1.28853
H  2.34923  7.62661  -0.12552
H  5.19301  7.48045  1.54735
H  3.90949  7.35769  2.77439
H  3.70032  8.42456  1.37084
H  4.36629  4.54948  0.39267
H  3.08977  4.42699  1.61190
H  4.69276  5.02506  2.07694
C  0.99898  4.65985  3.06054
O  1.92438  4.00034  3.50057
N  -0.22469  4.73412  3.60965
C  -1.28163  5.53952  3.02682
C  -0.49404  3.98243  4.82422
H  1.09785  5.26577  2.14233
H  -1.60538  6.29289  3.74802
H  -2.12788  4.89982  2.77001
H  -0.92912  6.03850  2.12597
H  0.18847  4.30403  5.61172
H  -0.33112  2.91992  4.63949
H  -1.52078  4.14406  5.14272
C  -3.78567  -0.23805  -6.70448
O  -2.63059  -0.35190  -6.34396
N  -4.85125  -0.73509  -6.04687
C  -6.20628  -0.56232  -6.53099
C  -4.62588  -1.46686  -4.81171
H  -4.05888  0.29968  -7.62817
H  -6.79472  -0.02437  -5.78460
H  -6.65820  -1.54064  -6.70832
H  -6.21068  0.00358  -7.46049
H  -4.11984  -0.81846  -4.09737
H  -3.98516  -2.32661  -5.01401
H  -5.57299  -1.80542  -4.39613

Atoms 1-3, force components in eV/Å:
N 1.263 0.111 -0.177
C -1.768 0.257 -0.669
O 1.038 -0.425 0.552

Output
total energy: -87439.2244 eV
largest force on an atom: 3.3 eV/A
highest occupied orbital energy: -0.31565 Eh

***

4.
# C3H7N2O

An isolated ion of composition C3H7N2O and charge +1 in a non-equilibrium geometry (wB97M-V/def2-TZVPD, the Open Molecules 2025 dataset).

Element x y z (Å)
C  -2.74606  -0.09122  -0.21926
C  -0.29250  0.42010  0.20692
C  0.83664  -0.57837  0.30125
N  -1.80816  -0.21486  0.58899
N  2.05122  0.18645  -0.09996
O  -0.10566  1.56571  -0.04667
H  -3.69442  -0.50041  0.10712
H  -2.71113  0.35975  -1.20756
H  0.64568  -1.42364  -0.36064
H  0.90132  -0.95580  1.32357
H  2.76275  0.24225  0.63738
H  1.66930  1.16093  -0.27483
H  2.49103  -0.17088  -0.95631

Atoms 1-3, force components in eV/Å:
C -0.667 -0.086 0.376
C -0.849 -4.734 1.221
C -1.630 -0.617 0.633

Output
total energy: -8239.8232 eV
largest force on an atom: 5.0 eV/A
charge: +1
multiplicity: 3
highest occupied orbital energy (alpha / beta): -0.36250 / -0.57377 Eh
energy above the lowest of the compared OMol25 structures with the same formula, charge and spin: 50.11 kJ/mol